# 1
Entry from OMol25: a 9-piece molecular cluster, C24H66ClN20O9 overall at a distorted geometry (ωB97M-V with the def2-TZVPD basis set).

Last column: Mulliken charge in e.
CARTESIAN COORDINATES (ANGSTROEM)
C 4.128 2.185 0.322  -0.5189
O 3.332 0.975 0.580  -0.2550
C 4.166 -0.031 1.241  -0.6036
C 4.187 -1.342 0.257  0.2204
C 3.205 -2.465 0.905  -1.0482
C 1.670 -1.912 1.040  -0.0327
C 1.151 -1.350 -0.396  -0.3323
C -0.320 -1.970 -0.715  -0.1030
C -1.411 -1.071 0.096  -0.4047
C -2.901 -1.679 -0.092  -0.2763
N -3.282 -2.227 -1.471  -0.3423
C -4.767 -2.134 -1.572  0.2391
N -5.622 -2.333 -2.612  -0.3716
N -5.268 -1.701 -0.240  -0.4422
C -4.190 -0.830 0.423  1.0502
C -4.520 -1.092 2.003  -0.5527
C -6.099 -0.834 2.384  -0.5135
N -6.183 -0.916 3.905  -0.4984
C -4.513 0.617 -0.230  -0.8612
C -3.666 1.857 0.377  0.4843
C -3.991 2.227 1.922  -0.6246
Cl -4.187 3.359 -0.628  -0.2698
H 5.019 1.938 -0.394  0.2395
H 4.594 2.531 1.324  0.3229
H 3.460 3.023 -0.121  -0.0019
H 3.672 -0.354 2.241  0.2147
H 5.238 0.346 1.450  0.4017
H 5.286 -1.723 0.168  -0.0890
H 3.868 -1.006 -0.819  0.1675
H 3.575 -2.719 1.991  0.2416
H 3.204 -3.454 0.285  0.2139
H 1.034 -2.806 1.438  0.4772
H 1.580 -1.073 1.846  0.0762
H 1.853 -1.651 -1.281  0.1906
H 1.082 -0.188 -0.296  0.0727
H -0.577 -1.854 -1.851  -0.0160
H -0.408 -3.113 -0.468  0.3009
H -1.421 0.018 -0.291  0.2243
H -1.080 -1.053 1.211  -0.1119
H -2.818 -2.686 0.512  0.3610
H -2.838 -1.499 -2.083  0.4119
H -5.540 -1.909 -3.560  0.2483
H -6.477 -2.916 -2.436  0.2780
H -6.192 -1.232 -0.376  0.3825
H -3.870 -0.434 2.713  -0.1062
H -4.344 -2.233 2.218  0.3247
H -6.765 -1.681 1.956  0.2981
H -6.495 0.183 2.001  0.1268
H -6.815 -1.719 4.084  0.2698
H -5.242 -1.075 4.312  0.2169
H -5.652 0.903 -0.192  0.4474
H -4.256 0.571 -1.377  0.0882
H -2.522 1.788 0.239  0.1756
H -5.009 1.770 2.291  0.1354
H -3.156 1.734 2.576  0.0144
H -4.076 3.372 2.127  0.3763
C -1.163 -0.351 4.533  0.6487
O -2.191 -0.688 3.962  -0.6517
N -1.089 0.750 5.309  -0.4053
N -0.014 -1.050 4.435  -0.3790
H -0.254 1.044 5.785  0.1603
H -1.929 1.301 5.407  0.2285
H -0.028 -1.882 3.863  0.2030
H 0.841 -0.790 4.896  0.1646
C 3.241 4.719 -2.615  0.7283
O 4.315 4.425 -2.114  -0.6521
N 2.423 3.803 -3.175  -0.3804
N 2.776 5.986 -2.652  -0.4192
H 1.535 4.025 -3.592  0.1366
H 2.735 2.843 -3.168  0.2026
H 3.360 6.701 -2.243  0.2560
H 1.896 6.248 -3.059  0.1565
C 6.616 -4.740 0.711  0.6789
O 7.176 -3.657 0.638  -0.6153
N 5.557 -5.065 -0.060  -0.3691
N 7.005 -5.706 1.569  -0.4187
H 5.081 -5.949 -0.015  0.1560
H 5.235 -4.367 -0.715  0.2108
H 7.795 -5.501 2.164  0.2224
H 6.558 -6.602 1.644  0.1535
C -4.718 1.736 -4.812  0.6731
O -3.542 1.439 -4.958  -0.6597
N -5.162 2.455 -3.759  -0.2536
N -5.677 1.371 -5.690  -0.4196
H -6.125 2.708 -3.621  0.1509
H -4.475 2.748 -3.079  0.1249
H -5.384 0.832 -6.492  0.2387
H -6.649 1.606 -5.587  0.1626
C 1.172 -2.885 -4.578  0.7235
O 2.245 -3.178 -4.074  -0.6394
N 0.357 -3.801 -5.142  -0.4244
N 0.705 -1.619 -4.616  -0.3437
H -0.529 -3.580 -5.561  0.1513
H 0.670 -4.761 -5.134  0.2201
H 1.286 -0.903 -4.204  0.1763
H -0.175 -1.358 -5.026  0.1516
C 9.298 0.066 0.659  0.6103
O 9.858 1.149 0.586  -0.6752
N 8.240 -0.263 -0.111  -0.3183
N 9.688 -0.900 1.518  -0.3363
H 7.767 -1.149 -0.065  0.1972
H 7.916 0.432 -0.768  0.1519
H 10.477 -0.695 2.113  0.2007
H 9.240 -1.798 1.592  0.1882
C -8.856 -1.666 6.418  0.6963
O -8.940 -2.241 5.344  -0.6671
N -8.914 -0.323 6.532  -0.3818
N -8.697 -2.323 7.586  -0.4015
H -8.847 0.169 7.406  0.1662
H -9.032 0.206 5.680  0.2180
H -8.649 -3.331 7.544  0.2212
H -8.625 -1.869 8.480  0.1626
C 6.213 7.845 -4.360  0.6114
O 6.780 8.924 -4.435  -0.6524
N 5.148 7.527 -5.126  -0.3601
N 6.599 6.876 -3.505  -0.3365
H 4.668 6.645 -5.078  0.1806
H 4.826 8.225 -5.780  0.2041
H 7.392 7.074 -2.913  0.1939
H 6.144 5.982 -3.429  0.1609

Largest force on an atom   5.35 eV Å⁻¹
Energy   -86707.3770 eV
Total charge   +1
Energy above the lowest of the compared OMol25 structures with the same formula, charge and spin   116.0 kcal/mol
2S+1   1
Kohn-Sham gap   6.572 eV


# 2
Entry from OMol25: a 6-piece molecular cluster, C2H17NO5 overall at a distorted geometry (ωB97M-V with the def2-TZVPD basis set).

Last column: Mulliken charge in e.
CARTESIAN COORDINATES (ANGSTROEM)
C 0.039 -1.532 2.365  -1.0859
C -1.185 -0.949 1.678  -0.2912
N -1.272 -1.272 0.259  -0.4531
H -0.141 -1.889 3.375  0.3719
H 0.425 -2.491 1.964  0.3219
H 0.987 -0.982 2.423  0.2519
H -2.071 -1.324 2.197  0.3943
H -1.047 0.131 1.795  0.1241
H -1.429 -2.272 0.203  0.2235
H -0.412 -1.066 -0.241  0.1588
O 1.904 -0.634 -1.884  -0.6245
H 1.219 -0.119 -2.385  0.3796
H 2.271 -1.267 -2.522  0.2679
O 2.700 1.504 0.152  -0.6563
H 2.558 0.544 0.263  0.2884
H 3.175 1.635 -0.670  0.3290
O 0.261 2.637 0.165  -0.7099
H 1.220 2.734 0.038  0.3765
H 0.267 2.232 1.034  0.3017
O -0.089 0.989 -2.067  -0.7426
H 0.257 1.522 -1.306  0.4632
H -1.011 0.722 -1.840  0.3240
O -2.706 0.214 -1.990  -0.7296
H -2.614 -0.044 -1.050  0.3743
H -3.304 0.977 -1.955  0.3420

Largest force on an atom   2.53 eV Å⁻¹
Energy   -14077.6140 eV
SMILES   CCN.O.O.O.O.O
Energy above the lowest of the compared OMol25 structures with the same formula, charge and spin   24.4 kcal/mol
2S+1   1
Kohn-Sham gap   10.323 eV


# 3
Entry from OMol25: one molecule with the formula C16H17ClN4O8S2 at a distorted geometry (ωB97M-V with the def2-TZVPD basis set).

Last column: Mulliken charge in e.
CARTESIAN COORDINATES (ANGSTROEM)
C -4.445 -1.620 -1.081  -0.8564
O -3.790 -0.409 -0.761  -0.4199
C -2.506 -0.251 -1.128  0.6955
C -1.704 -1.197 -1.764  -0.7173
C -0.375 -0.919 -2.029  -0.6091
C 0.186 0.305 -1.673  -0.4363
N 1.537 0.617 -1.878  -0.0735
C 2.549 -0.275 -2.058  0.3587
O 2.390 -1.473 -2.141  -0.6026
C 3.935 0.347 -2.182  -0.6130
C 4.279 1.370 -1.095  -1.0146
N 3.946 0.878 0.229  -0.1519
S 2.720 1.600 1.086  1.2639
O 3.201 1.988 2.375  -0.7362
O 2.116 2.597 0.242  -0.6315
C 1.502 0.299 1.291  0.5103
C 0.262 0.679 1.778  -1.0368
C -0.764 -0.242 1.867  -0.6190
C -0.561 -1.546 1.424  0.4054
Cl -1.855 -2.656 1.519  -0.1722
C 0.697 -1.921 0.944  -0.4911
N 0.980 -3.256 0.443  1.0401
O 0.095 -3.834 -0.137  -0.5787
O 2.092 -3.679 0.642  -0.6370
C 1.738 -1.000 0.904  -0.2022
C -0.623 1.270 -1.073  0.1808
C -1.941 0.984 -0.810  -0.0867
S -3.000 2.113 0.077  1.3220
N -2.002 3.465 0.229  -0.6068
O -3.197 1.598 1.403  -0.6650
O -4.134 2.483 -0.712  -0.6924
H -5.456 -1.513 -0.693  0.2742
H -3.958 -2.476 -0.603  0.2801
H -4.484 -1.778 -2.162  0.3610
H -2.093 -2.164 -2.037  0.3812
H 0.236 -1.671 -2.500  0.4640
H 1.774 1.568 -1.626  0.3803
H 4.643 -0.483 -2.156  0.3359
H 4.011 0.827 -3.160  0.3583
H 5.344 1.610 -1.153  0.4292
H 3.719 2.297 -1.243  0.3954
H 4.718 0.606 0.813  0.2878
H 0.107 1.703 2.075  0.4456
H -1.737 0.062 2.224  0.6661
H 2.701 -1.316 0.534  0.6157
H -0.222 2.230 -0.791  0.7114
H -2.317 4.221 -0.356  0.2364
H -1.922 3.758 1.189  0.2511

Largest force on an atom   1.07 eV Å⁻¹
Energy   -73398.0644 eV
SMILES   COc1ccc(NC(=O)CCNS(=O)(=O)c2ccc(Cl)c([N+](=O)[O-])c2)cc1S(N)(=O)=O
2S+1   1
Kohn-Sham gap   7.946 eV


# 4
Entry from OMol25: one molecule with the formula C10H11NO3 at a distorted geometry (ωB97M-V with the def2-TZVPD basis set).

Last column: Mulliken charge in e.
CARTESIAN COORDINATES (ANGSTROEM)
O 0.345 -1.369 1.519  -0.5758
C -0.061 -0.551 0.718  0.0169
C -1.451 -0.123 0.805  0.3652
C -2.191 0.402 -0.279  -0.2048
C -3.543 0.683 -0.078  -0.5426
C -4.110 0.509 1.177  -0.2253
N -3.395 0.057 2.193  -0.6075
C -2.107 -0.302 2.016  -0.3321
C 0.920 -0.040 -0.316  1.0821
C 2.063 0.722 0.325  -0.9340
O 2.976 1.111 -0.723  -0.4258
C 3.592 0.006 -1.400  -0.2138
O 2.905 -1.219 -1.162  -0.4095
C 1.480 -1.150 -1.224  -0.6785
H -1.752 0.633 -1.246  0.3379
H -4.158 1.121 -0.863  0.3598
H -5.126 0.806 1.339  0.3684
H -1.619 -0.670 2.918  0.4367
H 0.421 0.668 -0.946  0.1736
H 2.619 0.122 1.092  0.3504
H 1.748 1.623 0.811  0.4208
H 4.595 -0.130 -1.020  0.2377
H 3.612 0.205 -2.466  0.3216
H 1.076 -2.101 -0.907  0.4238
H 1.161 -1.011 -2.284  0.2550

Largest force on an atom   2.06 eV Å⁻¹
Energy   -18179.6087 eV
SMILES   O=C(c1cccnc1)C1COCOC1
Energy above the lowest of the compared OMol25 structures with the same formula, charge and spin   52.2 kcal/mol
2S+1   1
Kohn-Sham gap   9.559 eV


# 5
Entry from OMol25: one molecule with the formula C11H10Cl2 at a distorted geometry (ωB97M-V with the def2-TZVPD basis set).

Last column: Mulliken charge in e.
CARTESIAN COORDINATES (ANGSTROEM)
C -1.547 -2.208 -0.372  -1.2468
C -1.065 -0.927 -0.263  0.3978
C 0.288 -0.476 -0.340  0.9379
C 1.368 -1.382 -0.465  -0.7314
C 2.702 -1.062 -0.507  -0.7819
C 3.045 0.270 -0.186  -0.2449
C 2.093 1.239 -0.038  -0.8421
C 0.740 0.831 -0.060  1.0042
C -0.458 1.767 0.177  -0.9352
C -1.619 1.209 0.956  -0.9645
C -2.294 0.165 0.130  0.6278
Cl -3.678 -0.689 0.944  -0.1890
Cl -2.888 0.908 -1.395  -0.1715
H -2.612 -2.471 -0.258  0.3379
H -0.782 -2.959 -0.554  0.2170
H 1.151 -2.434 -0.676  0.1166
H 3.424 -1.879 -0.516  0.3612
H 4.144 0.519 -0.265  0.2939
H 2.463 2.138 0.377  0.3676
H -0.057 2.577 0.898  0.3093
H -0.827 2.108 -0.731  0.4262
H -1.294 0.748 1.884  0.3845
H -2.297 2.010 1.262  0.3254

Largest force on an atom   5.64 eV Å⁻¹
Energy   -36612.7611 eV
SMILES   C=C1c2ccccc2CCC1(Cl)Cl
Energy above the lowest of the compared OMol25 structures with the same formula, charge and spin   0.0 kcal/mol
2S+1   1
Kohn-Sham gap   8.852 eV


# 6
Entry from OMol25: a 4-piece molecular cluster, C3H17N2O3 overall at a distorted geometry (ωB97M-V with the def2-TZVPD basis set).

Last column: Mulliken charge in e.
CARTESIAN COORDINATES (ANGSTROEM)
N -0.310 2.038 0.667  -0.2677
C -1.252 1.827 -0.564  -0.5332
C -1.484 0.398 -0.882  -0.5875
N -0.316 -0.172 -1.541  -0.1921
C 0.587 -1.067 -0.836  -0.8714
H 0.624 2.218 0.468  0.3411
H -0.791 2.861 1.225  0.4136
H -0.357 1.259 1.402  0.2786
H -2.272 2.169 -0.362  0.3415
H -0.818 2.365 -1.437  0.3071
H -1.803 -0.094 0.060  0.3284
H -2.393 0.326 -1.581  0.3617
H -0.488 -0.461 -2.389  0.2029
H 0.544 -0.807 0.136  0.2518
H 1.571 -0.976 -1.188  0.3597
H 0.307 -2.130 -0.912  0.3190
H 3.440 -2.281 4.258  0.3180
H 4.060 -0.869 4.327  0.3256
O 3.260 -1.336 3.948  -0.6405
H -2.031 -0.522 -4.544  0.3238
H -1.137 -1.742 -4.184  0.3165
O -1.967 -1.302 -4.031  -0.6489
H 0.429 -1.027 2.839  0.3138
H 1.757 -0.417 2.746  0.3126
O 0.840 -0.257 2.377  -0.6744

Largest force on an atom   5.96 eV Å⁻¹
Energy   -12502.0855 eV
Total charge   +1
Energy above the lowest of the compared OMol25 structures with the same formula, charge and spin   64.0 kcal/mol
2S+1   1
Kohn-Sham gap   8.971 eV


# 7
Entry from OMol25: a 2-piece molecular cluster, C5H14N overall (ωB97M-V with the def2-TZVPD basis set).

Last column: Mulliken charge in e.
CARTESIAN COORDINATES (ANGSTROEM)
C 0.128 -1.349 1.391  -1.0244
C 1.092 -0.298 0.831  0.0831
C 2.474 -0.235 1.477  -1.3560
H 0.434 -2.349 1.084  0.3158
H -0.895 -1.203 1.031  0.3995
H 0.087 -1.322 2.479  0.3468
H 0.635 0.697 0.876  -0.0060
H 1.260 -0.511 -0.237  0.3174
H 2.992 0.661 1.141  0.3570
H 2.433 -0.228 2.565  0.3481
H 3.073 -1.086 1.151  0.3405
C -1.674 0.213 -2.471  -0.7883
C -1.586 1.697 -0.540  0.0239
N -1.270 0.611 -1.110  0.1448
H -2.289 -0.681 -2.378  0.3310
H -0.776 -0.019 -3.035  0.3183
H -2.245 1.026 -2.907  0.3229
H -2.095 2.458 -1.122  0.2518
H -1.175 1.941 0.431  0.2629
H -0.600 -0.024 -0.655  0.0109

Largest force on an atom   0.98 eV Å⁻¹
Energy   -6894.6576 eV
Total charge   +1
Energy above the lowest of the compared OMol25 structures with the same formula, charge and spin   27.8 kcal/mol
2S+1   1
Kohn-Sham gap   10.097 eV


# 8
Entry from OMol25: C19H14N3O2PtS3 as an isolated structure at a distorted geometry (ωB97M-V with the def2-TZVPD basis set).

Last column: Mulliken charge in e.
CARTESIAN COORDINATES (ANGSTROEM)
Pt 1.796 -1.358 2.021  1.0689
S 4.643 -2.834 5.189  -0.3595
C 3.628 -2.373 3.995  0.1503
S 4.014 -1.446 2.569  -0.4142
S 1.932 -2.714 3.850  -0.3268
C 2.223 2.986 1.920  -0.7775
C 2.350 1.623 2.102  -0.1705
N 1.778 0.747 1.271  -0.4870
C 1.035 1.193 0.265  -0.0551
C 0.849 2.548 0.004  0.4506
C 1.482 3.453 0.846  -0.4226
C 0.093 3.018 -1.168  -0.7778
C -1.142 2.705 -1.564  -0.6647
C -2.161 1.904 -0.875  1.0976
C -3.351 1.601 -1.530  -0.7016
C -4.323 0.944 -0.794  -0.1963
N -4.143 0.584 0.468  -0.5527
C -2.949 0.867 0.988  -0.1739
N -1.965 1.529 0.392  -0.2919
H 2.708 3.666 2.607  0.3727
H 2.935 1.199 2.908  0.3804
H 0.576 0.441 -0.365  0.5199
H 1.379 4.518 0.669  0.4584
H 0.636 3.718 -1.798  0.3807
H -1.483 3.143 -2.497  0.2716
H -3.517 1.887 -2.560  0.3548
H -5.286 0.707 -1.234  0.3858
H -2.762 0.526 1.998  0.4567
O -2.225 -1.871 0.754  -0.7480
C -0.998 -1.800 0.701  0.4939
O -0.282 -1.335 1.655  -0.7301
C -0.348 -2.232 -0.622  0.5178
C 1.021 -2.272 -0.866  0.0047
C 1.513 -2.680 -2.101  -1.1235
C 0.641 -3.047 -3.115  -0.3183
C -0.728 -3.006 -2.886  -0.5685
C -1.214 -2.606 -1.651  -0.5696
H 1.729 -1.992 -0.088  0.4495
H 2.584 -2.712 -2.263  0.3990
H 1.025 -3.365 -4.077  0.3710
H -1.419 -3.291 -3.671  0.3719
H -2.275 -2.575 -1.445  0.4739

Largest force on an atom   1.38 eV Å⁻¹
Energy   -64251.3867 eV
Total charge   -1
Energy above the lowest of the compared OMol25 structures with the same formula, charge and spin   17.4 kcal/mol
2S+1   1
Kohn-Sham gap   6.460 eV